No. 1
114
Properties=species:S:1:pos:R:3:lowdin_charge:R:1 method="wB97M-V/def2-TZVPD" charge=+2 e_above_lowest_kcal_mol=47.7 homo_lumo_gap_ev="4.80 / 4.12" spin_multiplicity=2 e_homo_ev="-10.818 / -10.141"
Fe -0.270 0.310 0.289 0.4029
O 2.051 0.013 0.159 -0.3737
P 3.320 0.801 0.104 0.7540
C 3.080 2.489 0.776 -0.2680
P 1.706 3.294 -0.180 0.7661
O 0.560 2.357 -0.368 -0.3618
C 1.262 4.703 0.863 -0.2722
C -0.064 4.850 1.246 -0.0655
C -0.424 5.895 2.076 -0.0620
C 0.537 6.792 2.518 -0.0592
C 1.861 6.648 2.130 -0.0628
C 2.226 5.605 1.300 -0.0777
C 2.346 3.872 -1.772 -0.2790
C 3.592 4.467 -1.928 -0.0790
C 3.978 4.928 -3.175 -0.0631
C 3.126 4.804 -4.261 -0.0620
C 1.881 4.218 -4.103 -0.0666
C 1.488 3.757 -2.860 -0.0803
C 3.940 1.053 -1.575 -0.2920
C 3.088 0.896 -2.660 -0.0878
C 3.556 1.136 -3.940 -0.0629
C 4.867 1.536 -4.134 -0.0569
C 5.721 1.690 -3.051 -0.0594
C 5.259 1.447 -1.770 -0.0746
C 4.639 -0.012 1.050 -0.2837
C 5.347 0.583 2.085 -0.0674
C 6.341 -0.133 2.734 -0.0557
C 6.627 -1.435 2.354 -0.0540
C 5.910 -2.033 1.328 -0.0624
C 4.926 -1.319 0.672 -0.1010
H 4.000 3.066 0.718 0.0669
H 2.742 2.413 1.814 0.0844
H -0.793 4.136 0.888 0.0921
H -1.452 6.015 2.380 0.1078
H 0.255 7.609 3.163 0.1118
H 2.605 7.347 2.478 0.1126
H 3.254 5.492 0.991 0.0987
H 4.261 4.571 -1.088 0.1010
H 4.942 5.395 -3.298 0.1140
H 3.432 5.172 -5.229 0.1142
H 1.217 4.131 -4.950 0.1120
H 0.519 3.301 -2.717 0.1065
H 2.061 0.603 -2.489 0.1042
H 2.900 1.009 -4.787 0.1152
H 5.231 1.719 -5.134 0.1165
H 6.746 1.992 -3.210 0.1150
H 5.917 1.556 -0.917 0.1134
H 5.133 1.599 2.384 0.1031
H 6.892 0.325 3.541 0.1145
H 7.414 -1.979 2.852 0.1151
H 6.123 -3.051 1.044 0.1101
H 4.372 -1.760 -0.148 0.0968
C 0.154 0.577 4.768 -0.0346
C -1.005 1.239 5.189 -0.0379
C -1.901 1.670 4.241 0.0057
C -1.655 1.445 2.875 -0.2079
N -0.538 0.763 2.487 0.0787
C 0.327 0.369 3.417 -0.1300
C -2.525 1.908 1.819 -0.2183
C -3.706 2.645 2.026 0.0037
C -4.432 3.093 0.947 -0.0368
C -3.985 2.808 -0.348 -0.0283
C -2.842 2.044 -0.480 -0.1189
N -2.143 1.604 0.553 0.0708
H 0.887 0.226 5.475 0.1088
H -1.191 1.413 6.238 0.1170
H -2.797 2.182 4.552 0.1100
H 1.203 -0.144 3.040 0.0966
H -4.041 2.864 3.026 0.1084
H -5.339 3.658 1.093 0.1166
H -4.510 3.163 -1.218 0.1105
H -2.462 1.759 -1.454 0.1174
C -4.450 -2.222 -2.030 -0.0914
C -3.865 -3.604 -1.757 -0.2728
C -2.350 -3.632 -1.642 -0.2972
S -1.520 -3.111 -0.068 0.9424
O -1.411 -1.606 -0.116 -0.5722
C -2.760 -3.583 1.222 -0.2919
C -3.889 -2.605 1.514 -0.2560
C -3.404 -1.441 2.370 -0.0920
H -5.534 -2.286 -2.005 0.0857
H -4.163 -1.870 -3.015 0.0811
H -4.132 -1.482 -1.298 0.0579
H -4.138 -4.264 -2.585 0.1222
H -4.311 -4.031 -0.860 0.0935
H -1.892 -3.011 -2.414 0.0988
H -1.977 -4.650 -1.754 0.0808
H -2.163 -3.731 2.123 0.0927
H -3.116 -4.559 0.898 0.0929
H -4.676 -3.145 2.046 0.1259
H -4.327 -2.221 0.597 0.0832
H -3.094 -1.796 3.351 0.0862
H -4.199 -0.709 2.502 0.0841
H -2.560 -0.941 1.892 0.0377
C 1.494 -2.662 1.513 -0.1672
Si 1.571 -3.498 -0.186 0.9738
C 1.443 -2.458 -1.769 -0.1540
C 1.389 -5.349 -0.255 -0.3043
C 0.961 -5.980 -1.433 -0.1055
C 0.844 -7.353 -1.506 -0.0553
C 1.165 -8.141 -0.409 -0.0330
C 1.602 -7.539 0.762 -0.0544
C 1.715 -6.165 0.842 -0.0891
H 2.437 -2.193 1.772 0.0249
H 1.246 -3.368 2.299 0.0438
H 0.728 -1.883 1.499 -0.0007
H 2.421 -2.151 -2.132 0.0376
H 0.870 -1.551 -1.570 0.0129
H 0.960 -3.003 -2.576 0.0356
H 0.718 -5.382 -2.300 0.0968
H 0.501 -7.814 -2.418 0.1165
H 1.080 -9.214 -0.475 0.1204
H 1.856 -8.152 1.614 0.1178
H 2.069 -5.713 1.757 0.1022

=====

No. 2
119
Properties=species:S:1:pos:R:3:lowdin_charge:R:1 method="wB97M-V/def2-TZVPD" charge=0 e_above_lowest_kcal_mol=0.0 homo_lumo_gap_ev=9.41 spin_multiplicity=1 e_homo_ev=-9.087
C -3.662 5.040 1.436 -0.0645
C -3.274 4.304 0.147 -0.2144
O -4.387 3.645 -0.478 -0.0232
C -4.868 2.565 0.221 -0.5415
O -5.944 2.582 0.627 0.1866
C -3.933 1.370 0.451 -0.1009
C -4.518 0.019 -0.011 -0.1728
C -5.453 0.096 -1.224 -0.1571
C -4.861 0.807 -2.448 -0.1861
O -4.149 -0.051 -3.334 -0.1424
C -4.666 -0.022 -4.648 -0.1687
C -3.703 -0.653 -5.648 -0.3243
C -3.355 -2.090 -5.193 -0.1109
C -1.844 -2.361 -5.039 -0.1944
C -1.068 -1.183 -4.429 -0.2136
S 0.484 -1.686 -3.662 0.5797
O 1.320 -0.526 -3.665 -0.3106
O 1.074 -2.750 -4.371 -0.2368
O 0.248 -2.096 -2.137 -0.1525
O -4.439 -0.721 -6.887 -0.1655
C -3.645 -0.172 -7.933 -0.0944
H -4.259 4.421 2.106 0.0689
H -4.206 5.951 1.177 0.0866
H -2.748 5.351 1.938 0.0725
H -2.876 5.035 -0.557 0.1240
H -2.442 3.635 0.375 0.0834
H -2.987 1.566 -0.052 0.0921
H -3.703 1.363 1.520 0.1283
H -3.675 -0.658 -0.180 0.1117
H -5.077 -0.396 0.833 0.1126
H -5.696 -0.941 -1.487 0.1193
H -6.401 0.537 -0.914 0.1105
H -4.162 1.590 -2.133 0.1197
H -5.691 1.298 -2.968 0.1258
H -5.569 -0.658 -4.652 0.1442
H -4.975 0.972 -4.992 0.1352
H -2.830 -0.025 -5.843 0.1275
H -3.936 -2.351 -4.308 0.1171
H -3.722 -2.756 -5.979 0.1244
H -1.740 -3.203 -4.343 0.1129
H -1.434 -2.724 -5.981 0.1178
H -0.734 -0.546 -5.252 0.1073
H -1.668 -0.546 -3.775 0.1058
H 0.211 -1.254 -1.643 0.0977
H -2.676 -0.686 -7.972 0.0909
H -4.148 -0.312 -8.890 0.0892
H -3.492 0.903 -7.777 0.0930
F -1.069 2.310 0.960 0.0266
C 0.026 1.519 0.976 -0.2799
C 0.133 0.575 1.973 -0.0123
C 1.239 -0.254 2.007 -0.0708
C 2.233 -0.123 1.045 -0.0761
C 2.114 0.840 0.045 -0.0678
C 0.996 1.667 0.007 -0.0110
H -0.649 0.493 2.718 0.1154
H 1.325 -1.001 2.781 0.0875
H 3.101 -0.770 1.073 0.1031
H 2.889 0.947 -0.702 0.0945
H 0.877 2.416 -0.765 0.1204
F 5.512 -6.083 0.778 0.0345
C 4.421 -5.540 0.193 -0.2770
C 4.465 -4.221 -0.211 -0.0081
C 3.346 -3.666 -0.815 -0.0697
C 2.201 -4.429 -0.996 -0.0826
C 2.174 -5.752 -0.578 -0.0745
C 3.293 -6.317 0.017 -0.0194
H 5.365 -3.641 -0.054 0.1097
H 3.368 -2.635 -1.145 0.0991
H 1.331 -3.990 -1.464 0.0755
H 1.280 -6.347 -0.715 0.1056
H 3.295 -7.349 0.342 0.1159
F 6.980 1.006 -2.180 0.0555
C 5.904 1.546 -2.784 -0.2888
C 5.947 2.870 -3.177 -0.0235
C 4.840 3.424 -3.803 -0.0877
C 3.705 2.653 -4.020 -0.0918
C 3.675 1.324 -3.615 -0.0816
C 4.785 0.764 -2.997 -0.0192
H 6.838 3.455 -2.992 0.1152
H 4.864 4.458 -4.123 0.1023
H 2.841 3.090 -4.505 0.0993
H 2.787 0.720 -3.778 0.0599
H 4.786 -0.271 -2.681 0.1160
F 8.017 -3.324 0.547 0.0541
C 8.256 -3.551 1.854 -0.2815
C 7.602 -4.589 2.486 -0.0110
C 7.852 -4.823 3.831 -0.0788
C 8.741 -4.013 4.525 -0.1011
C 9.386 -2.970 3.873 -0.0875
C 9.147 -2.738 2.526 -0.0195
H 6.908 -5.203 1.930 0.0907
H 7.351 -5.638 4.337 0.1044
H 8.931 -4.195 5.575 0.0989
H 10.075 -2.336 4.415 0.1032
H 9.646 -1.936 1.999 0.1168
F 0.576 -3.140 2.954 0.0439
C 0.567 -3.344 4.289 -0.2885
C 1.386 -4.315 4.830 -0.0139
C 1.376 -4.516 6.203 -0.0797
C 0.545 -3.754 7.012 -0.0957
C -0.275 -2.786 6.451 -0.0820
C -0.262 -2.574 5.080 -0.0219
H 2.020 -4.903 4.183 0.1175
H 2.018 -5.269 6.641 0.1058
H 0.537 -3.916 8.083 0.1017
H -0.926 -2.194 7.081 0.1056
H -0.888 -1.817 4.624 0.1122
F -3.122 6.816 3.641 0.0448
C -4.253 7.258 4.229 -0.2776
C -4.224 8.456 4.915 -0.0182
C -5.384 8.918 5.518 -0.0843
C -6.554 8.175 5.436 -0.0977
C -6.565 6.971 4.746 -0.0776
C -5.409 6.509 4.133 -0.0152
H -3.300 9.017 4.975 0.1169
H -5.375 9.859 6.053 0.1045
H -7.457 8.536 5.911 0.1008
H -7.475 6.389 4.685 0.1066
H -5.403 5.578 3.585 0.0994

=====

No. 3
116
Properties=species:S:1:pos:R:3:lowdin_charge:R:1 method="wB97M-V/def2-TZVPD" charge=0 e_above_lowest_kcal_mol=45.9 homo_lumo_gap_ev="6.56 / 7.03" spin_multiplicity=3 e_homo_ev="-6.338 / -7.847"
Pd 0.599 0.992 0.117 0.4462
C 2.788 1.526 3.334 -0.1576
Si 3.777 1.511 1.697 0.3763
C 4.059 3.220 1.032 -0.1858
C 5.473 0.580 1.847 -0.1619
N 2.754 0.673 0.562 -0.3432
P 2.428 -0.891 0.423 0.7612
C 0.963 -0.790 -0.581 -0.4620
P 0.375 -1.603 -2.123 0.7390
N -0.477 -0.692 -3.098 -0.2425
Si -2.014 -0.829 -3.761 0.3301
C -3.186 -2.049 -2.877 -0.1867
C -2.886 0.890 -3.765 -0.1733
C -1.888 -1.612 -5.521 -0.1914
C 1.980 -1.977 -2.906 -0.2871
C 2.721 -3.166 -2.728 -0.0932
C 3.952 -3.387 -3.338 -0.0697
C 4.468 -2.304 -4.089 -0.0883
C 3.722 -1.173 -4.346 -0.0748
C 2.504 -1.039 -3.723 -0.1144
C -0.315 -3.207 -1.620 -0.2668
C -0.924 -3.158 -0.357 -0.1130
C -1.309 -4.324 0.253 -0.0829
C -1.170 -5.558 -0.349 -0.0740
C -0.590 -5.625 -1.609 -0.0727
C -0.129 -4.471 -2.258 -0.0645
C 3.897 -1.907 -0.190 -0.2771
C 3.893 -3.278 0.107 -0.0979
C 4.960 -4.026 -0.315 -0.0824
C 6.080 -3.431 -0.936 -0.0720
C 6.052 -2.061 -1.212 -0.0746
C 4.912 -1.300 -0.897 -0.0907
C 1.953 -1.702 2.014 -0.2966
C 0.631 -1.982 2.260 -0.1084
C 0.268 -2.832 3.286 -0.0678
C 1.247 -3.343 4.159 -0.0595
C 2.560 -2.868 4.073 -0.0663
C 2.852 -2.095 2.975 -0.1314
H 3.251 2.289 3.967 0.0248
H 2.697 0.597 3.859 0.0053
H 1.827 1.937 3.099 -0.0007
H 4.965 3.307 0.311 0.0662
H 4.377 3.911 1.827 0.0283
H 3.226 3.633 0.513 -0.0128
H 6.031 1.123 2.609 0.0227
H 6.115 0.548 0.993 0.0101
H 5.350 -0.380 2.313 -0.0033
H -3.173 -1.840 -1.833 -0.0107
H -2.761 -3.023 -2.933 -0.0067
H -4.215 -2.066 -3.368 0.0585
H -3.836 0.612 -3.294 0.0184
H -2.976 1.362 -4.744 0.0192
H -2.398 1.630 -3.167 -0.0207
H -1.187 -2.386 -5.544 -0.0223
H -1.496 -0.932 -6.270 0.0017
H -2.977 -1.829 -5.917 0.0645
H 2.307 -3.891 -2.117 0.0661
H 4.505 -4.331 -3.370 0.1150
H 5.414 -2.451 -4.606 0.1043
H 3.947 -0.345 -5.004 0.1072
H 1.905 -0.160 -3.894 0.1007
H -1.095 -2.200 0.089 0.0410
H -1.739 -4.350 1.233 0.0965
H -1.515 -6.478 0.155 0.1149
H -0.527 -6.487 -2.245 0.0984
H 0.270 -4.542 -3.224 0.0927
H 3.069 -3.715 0.682 0.1206
H 4.970 -5.058 -0.264 0.0829
H 6.954 -3.957 -1.292 0.1030
H 6.957 -1.596 -1.646 0.1170
H 4.776 -0.243 -0.994 0.0960
H -0.187 -1.568 1.635 0.0642
H -0.787 -3.082 3.376 0.1056
H 0.973 -4.042 4.951 0.1031
H 3.426 -3.002 4.706 0.1093
H 3.893 -1.856 2.725 0.0996
S 0.055 3.338 0.455 0.6197
C -1.633 3.225 0.855 -0.6913
N -2.369 4.353 1.053 -0.1431
C -3.761 4.204 1.189 -0.1648
C -4.205 3.052 2.001 -0.1285
N -3.540 1.894 1.516 -0.1275
C -4.071 0.603 1.950 -0.1273
C -3.763 0.251 3.430 -0.1852
C -2.477 0.464 3.933 -0.0450
C -2.233 0.473 5.288 -0.0696
C -3.300 0.148 6.145 -0.0732
C -4.593 -0.090 5.620 -0.0922
C -4.848 -0.015 4.269 -0.0566
C -2.333 1.996 0.931 -0.6529
S -1.679 0.600 0.140 0.6880
C -1.953 5.637 0.511 -0.1491
C -2.420 5.742 -0.878 -0.2301
C -2.426 4.682 -1.724 -0.0431
C -2.980 4.782 -3.004 -0.0536
C -3.414 6.002 -3.471 -0.0809
C -3.493 7.083 -2.580 -0.0928
C -2.930 6.981 -1.350 -0.0350
H -4.232 4.269 0.179 0.1516
H -4.032 5.145 1.712 0.1442
H -5.334 3.001 1.923 0.1601
H -3.939 3.188 3.020 0.1264
H -3.741 -0.187 1.278 0.0739
H -5.154 0.680 1.826 0.1185
H -1.749 0.726 3.162 0.1023
H -1.304 0.859 5.725 0.1118
H -3.207 0.040 7.204 0.0890
H -5.380 -0.356 6.292 0.0914
H -5.879 -0.240 3.906 0.1258
H -0.867 5.831 0.622 0.1122
H -2.431 6.361 1.192 0.1299
H -2.059 3.712 -1.438 0.0903
H -2.946 3.875 -3.588 0.0878
H -3.896 6.071 -4.450 0.1059
H -3.836 7.952 -3.076 0.0909
H -2.961 7.815 -0.627 0.1196

=====

No. 4
119
Properties=species:S:1:pos:R:3:lowdin_charge:R:1 method="wB97M-V/def2-TZVPD" charge=0 homo_lumo_gap_ev="5.90 / 5.56" spin_multiplicity=2 e_homo_ev="-6.659 / -6.575"
Ir -0.827 -1.090 1.065 0.8116
C -1.992 -1.757 5.654 -0.1564
Si -0.597 -1.930 4.343 0.4760
C 0.224 -0.209 4.382 -0.1738
C 0.871 -3.116 4.729 -0.1651
N -1.329 -2.463 2.829 -0.1399
C -1.983 -3.653 2.796 -0.3234
C -2.020 -4.544 3.898 -0.0736
C -2.624 -5.779 3.858 -0.1007
C -3.244 -6.233 2.704 -0.1128
C -3.271 -5.393 1.606 -0.0340
C -2.680 -4.150 1.669 -0.2338
F -2.810 -3.384 0.552 -0.0940
H -1.601 -1.747 6.665 0.0248
H -2.737 -2.542 5.589 0.0147
H -2.507 -0.814 5.496 0.0201
H 0.932 -0.165 5.204 0.0356
H -0.497 0.584 4.541 0.0235
H 0.767 0.036 3.477 -0.0272
H 1.461 -2.756 5.567 0.0225
H 1.529 -3.170 3.865 0.0101
H 0.572 -4.134 4.950 0.0129
H -1.543 -4.249 4.814 0.0622
H -2.617 -6.404 4.738 0.1013
H -3.696 -7.212 2.661 0.0937
H -3.758 -5.687 0.689 0.1131
C 5.812 -0.267 2.588 -0.0799
C 4.781 -0.726 3.388 -0.0700
C 3.482 -0.772 2.909 -0.0698
C 3.203 -0.382 1.607 -0.3407
C 4.252 0.074 0.804 -0.1237
C 5.540 0.142 1.293 -0.0702
P 1.505 -0.331 0.866 1.0517
C 2.074 -1.061 -0.737 -0.3499
C 1.732 -0.699 -2.032 -0.0886
C 2.157 -1.470 -3.102 -0.0800
C 2.908 -2.613 -2.905 -0.0819
C 3.238 -2.995 -1.614 -0.0733
C 2.824 -2.227 -0.547 -0.1275
C 1.194 1.442 1.078 -0.2943
C 2.169 2.428 0.932 -0.0945
C 1.897 3.745 1.272 -0.0831
C 0.689 4.081 1.840 -0.0147
C -0.287 3.099 2.098 -0.1822
C -1.457 3.418 2.813 -0.0459
C -2.401 2.451 3.064 -0.0828
C -2.233 1.166 2.552 -0.2193
C -1.088 0.790 1.856 -0.4382
C -0.073 1.762 1.652 -0.2348
H 6.821 -0.232 2.968 0.1024
H 4.993 -1.054 4.393 0.1053
H 2.693 -1.126 3.553 0.0752
H 4.055 0.352 -0.224 0.1083
H 6.332 0.508 0.656 0.1058
H 1.132 0.176 -2.217 0.0562
H 1.895 -1.171 -4.107 0.0995
H 3.229 -3.212 -3.744 0.1041
H 3.814 -3.891 -1.435 0.1123
H 3.098 -2.525 0.457 0.1125
H 3.159 2.181 0.579 0.0935
H 2.656 4.502 1.127 0.1034
H 0.482 5.098 2.143 0.1123
H -1.589 4.431 3.167 0.1078
H -3.294 2.686 3.625 0.1044
H -3.017 0.441 2.730 0.0615
Te -3.028 -0.461 -0.178 0.6843
O -0.633 1.004 -1.124 -0.3975
P -0.818 2.046 -2.151 0.5478
N -2.223 2.921 -1.958 -0.1922
C -3.347 3.092 -2.853 -0.2014
C -4.026 4.329 -2.273 -0.1667
C -3.939 4.047 -0.774 -0.1513
C -2.569 3.380 -0.619 -0.2007
N 0.351 3.229 -2.117 -0.1657
C 0.123 4.593 -2.588 -0.1963
C 1.496 5.086 -3.050 -0.1606
C 2.449 4.254 -2.196 -0.1576
C 1.763 2.895 -2.220 -0.2093
N -0.759 1.358 -3.674 -0.1767
C -0.535 2.061 -4.929 -0.2029
C -0.735 0.973 -5.982 -0.1641
C -1.884 0.170 -5.380 -0.1606
C -1.503 0.120 -3.904 -0.2099
H -4.035 2.232 -2.817 0.1184
H -3.016 3.236 -3.882 0.0991
H -5.048 4.464 -2.619 0.1095
H -3.444 5.218 -2.523 0.1113
H -4.724 3.347 -0.486 0.1127
H -4.038 4.945 -0.167 0.1101
H -2.607 2.540 0.083 0.0600
H -1.799 4.072 -0.263 0.1085
H -0.244 5.203 -1.755 0.1121
H -0.616 4.631 -3.391 0.1018
H 1.616 6.158 -2.908 0.1099
H 1.652 4.859 -4.107 0.1080
H 2.469 4.642 -1.179 0.0921
H 3.464 4.221 -2.584 0.1139
H 2.043 2.250 -1.390 0.0784
H 1.990 2.376 -3.162 0.1134
H 0.471 2.488 -4.955 0.1057
H -1.255 2.876 -5.090 0.1026
H 0.158 0.350 -6.057 0.1106
H -0.964 1.377 -6.967 0.1114
H -1.988 -0.816 -5.824 0.1104
H -2.821 0.714 -5.509 0.1124
H -0.853 -0.737 -3.693 0.0974
H -2.369 0.059 -3.239 0.0637
N 2.271 -6.684 0.714 0.1775
C 1.591 -5.905 0.199 -0.1933
C 0.794 -4.942 -0.417 -0.1995
C 0.369 -5.067 -1.771 0.0183
C -0.382 -4.042 -2.289 -0.0330
C -0.709 -2.944 -1.507 -0.1172
N -0.306 -2.819 -0.216 -0.0865
C 0.428 -3.793 0.287 -0.1115
H 0.631 -5.945 -2.340 0.1240
H -0.730 -4.080 -3.311 0.1148
H -1.337 -2.157 -1.895 0.0361
H 0.759 -3.685 1.313 0.1198

=====

Ordered E results: -4869.09616 -3424.73249 -4305.78183 -3749.66436; unit Ha.